22
Properties=species:S:1:pos:R:3:nbo_charge:R:1 method="wB97M-V/def2-TZVPD" de_lowest_ev=3.4483 spin_multiplicity=1 energy_ha=-1055.97993
C -1.12039 -1.60961 0.47027 -0.267
C 0.15091 -2.25890 0.71554 -0.134
C -1.29964 -0.96170 -0.69320 -0.102
C 1.13476 -2.36627 -0.14902 -0.303
C -0.04415 -0.68029 -1.66660 -0.703
C 0.99205 -1.76150 -1.52119 0.539
C -0.25513 2.00047 0.74831 0.642
C -0.50241 2.79287 2.00004 -0.694
N 0.79566 1.21764 0.72065 -0.988
O -1.09213 1.99292 -0.22367 -0.687
O 1.59424 -2.07352 -2.50530 -0.502
F 2.35921 0.36549 -1.09657 -0.546
F 0.77831 1.91300 -1.85646 -0.537
P 0.81543 0.72833 -0.81206 2.345
H -2.08845 -1.76045 1.04111 0.242
H 0.26751 -2.69465 1.62014 0.211
H -2.25227 -0.58073 -0.95976 0.228
H 2.07685 -2.83221 0.06635 0.240
H -0.33990 -0.60562 -2.71553 0.306
H 0.32773 3.27864 2.35419 0.230
H -1.29774 3.57807 1.60753 0.233
H -1.00046 2.31804 2.85523 0.247

68
Properties=species:S:1:pos:R:3:nbo_charge:R:1 method="wB97M-V/def2-TZVPD" de_lowest_ev=1.3002 total_charge=-2 spin_multiplicity=1 energy_ha=-4752.42152
C -3.36404 2.45427 0.44129 -0.276
C -2.74622 2.78116 1.65226 -0.205
C -1.71172 1.99068 2.14157 -0.246
C -1.30740 0.82240 1.45971 0.105
C -0.20570 -0.00033 1.94895 -0.481
C 1.05065 0.63858 2.26643 0.611
C 2.35363 0.07841 1.76463 -0.083
C 2.52878 -0.06531 0.38812 -0.184
C 3.74751 -0.53881 -0.09923 -0.227
C 4.77922 -0.85359 0.79700 -0.251
C 4.61252 -0.63537 2.16996 -0.225
C 3.40255 -0.13524 2.65427 -0.145
O 1.06337 1.70071 2.89528 -0.659
C -0.22673 -1.45339 1.81633 0.476
C -1.55992 -2.13870 1.90286 -0.019
C -2.62075 -1.60093 2.63821 -0.207
C -3.85625 -2.24817 2.65362 -0.218
C -3.99843 -3.48679 2.00960 -0.241
C -2.89983 -4.08604 1.37032 -0.246
C -1.67906 -3.41689 1.33600 -0.207
O 0.78398 -2.15184 1.67396 -0.681
C -1.96499 0.49514 0.24859 -0.253
C -2.98042 1.30248 -0.25658 -0.238
H -4.14138 3.10192 0.03643 0.185
H -3.05292 3.66344 2.21895 0.203
H -1.20532 2.23920 3.07403 0.246
H 1.69090 0.17669 -0.27326 0.217
H 3.87534 -0.65906 -1.17572 0.192
H 5.72297 -1.24528 0.41480 0.189
H 5.42275 -0.85216 2.86560 0.195
H 3.24131 0.04968 3.71785 0.222
H -2.47230 -0.67032 3.19002 0.249
H -4.69885 -1.77103 3.15921 0.202
H -4.96624 -3.98996 2.01135 0.190
H -2.97929 -5.06958 0.89772 0.192
H -0.80241 -3.86850 0.87005 0.226
H -1.63437 -0.39052 -0.30024 0.202
H -3.47330 1.02284 -1.18992 0.189
O 3.20648 -0.41416 6.02150 -0.523
C 2.89299 0.07605 7.02172 0.511
Co 2.28188 0.84656 8.48699 -0.078
C 2.80865 -0.32649 9.70584 0.536
O 3.18430 -1.10324 10.47438 -0.541
C 3.61827 1.80369 9.16112 0.541
O 4.51217 2.35848 9.63955 -0.551
C 1.50208 2.43170 7.60850 -0.469
C 1.02982 2.35072 6.29981 -0.062
C 1.34738 2.69127 5.01866 -0.370
C 0.69860 3.80668 4.38474 0.001
C 1.33826 4.42269 3.27224 -0.157
C 0.63918 5.24528 2.41228 -0.236
C -0.69786 5.56542 2.69518 -0.295
C -1.30434 5.06822 3.84791 -0.220
C -0.58556 4.27218 4.74660 -0.263
Co -0.06777 1.54517 7.44588 -0.106
C -1.41297 2.15840 8.43091 0.520
O -2.31830 2.49396 9.07071 -0.561
C 0.30789 -0.02180 8.39782 0.435
O -0.14756 -1.01153 8.82674 -0.577
C -0.93102 0.84015 6.11892 0.593
O -1.44755 0.42106 5.16648 -0.520
H 1.79717 3.39340 8.04945 0.197
H 2.29557 2.33957 4.60502 0.215
H 2.37608 4.14823 3.06386 0.198
H 1.12166 5.62514 1.50790 0.191
H -1.26000 6.19191 2.00403 0.188
H -2.35442 5.28278 4.05179 0.192
H -1.03413 3.96666 5.69643 0.214

48
Properties=species:S:1:pos:R:3:mulliken_spin:R:1 method="wB97M-V/def2-TZVPD" de_lowest_ev=1.0705 spin_multiplicity=6 energy_ha=-6648.51589
Sm -1.24134 -0.31243 -0.91343 5.057
F -5.12750 -2.69380 2.46926 0.000
C -4.38823 -1.58297 2.27331 -0.002
C -3.37173 -1.59791 1.33511 0.017
C -2.55661 -0.47664 1.10657 -0.053
C -2.81918 0.67429 1.90962 0.019
C -3.89873 0.66415 2.79914 -0.005
F -4.27809 1.77218 3.48625 0.000
C -4.69297 -0.44703 2.99666 0.003
C -1.93810 1.84963 1.75229 -0.001
C -1.92099 2.90802 2.67103 0.000
C -1.17269 4.03991 2.41741 0.000
C -0.40910 4.09752 1.26057 0.000
C -0.41555 2.98737 0.43813 -0.001
N -1.13683 1.88967 0.66513 -0.010
H -3.20637 -2.52775 0.79449 -0.001
H -5.52170 -0.40751 3.68324 0.000
H -2.48916 2.85501 3.58204 0.000
H -1.19466 4.87096 3.10758 0.000
H 0.18010 4.96484 1.00810 0.000
H 0.17904 2.99006 -0.47096 0.000
Cl -2.95457 2.34363 -4.58794 -0.002
Si -1.87353 1.58879 -3.03254 -0.007
Cl -2.64719 -0.71610 -3.12880 -0.007
Cl -3.27640 1.81323 -1.37578 -0.003
F 1.00866 -3.09123 -1.21351 0.000
B -0.16838 -3.18968 -0.49101 0.000
F -0.11695 -2.16676 0.50283 -0.001
F -0.40240 -4.40359 -0.00143 0.000
F -1.22020 -2.71232 -1.35400 0.000
Br 4.62714 2.33583 0.34738 0.000
C 4.82915 0.47726 0.07451 0.000
C 6.10687 -0.05483 0.03041 0.000
C 6.28385 -1.41209 -0.17507 0.000
C 5.18078 -2.23281 -0.34170 0.000
C 3.89907 -1.70634 -0.29566 0.000
C 3.72072 -0.34814 -0.08636 0.001
I 1.73717 0.49985 0.06358 0.001
H 6.94872 0.60637 0.16310 0.000
H 7.28249 -1.82058 -0.20582 0.000
H 5.30961 -3.29001 -0.50253 0.000
H 3.04560 -2.35254 -0.41741 0.000
C 0.61532 -1.03136 -4.07460 0.000
O 0.61688 -0.80768 -2.66274 -0.003
H 0.15353 -1.99211 -4.31002 0.000
H 1.63671 -1.01777 -4.46447 0.000
H 0.04122 -0.23199 -4.54091 0.000
H 1.03653 -1.60458 -2.29103 0.000

104
Properties=species:S:1:pos:R:3:lowdin_charge:R:1 method="wB97M-V/def2-TZVPD" de_lowest_ev=0.7067 total_charge=-1 spin_multiplicity=1 energy_ha=-4290.56101
Sc 0.69652 1.08809 1.33308 0.613
C -2.02372 3.11880 3.99199 -0.109
O -1.83307 2.38405 5.19912 -0.091
C -0.65039 1.74510 5.41662 -0.220
C -0.27619 1.64599 6.74483 -0.014
C 0.86315 0.95368 7.14470 -0.107
C 1.63800 0.34457 6.18551 -0.068
C 1.28740 0.42648 4.83115 -0.138
C 2.09763 -0.31094 3.88997 -0.070
N 1.86791 -0.35856 2.63368 -0.065
N 2.77134 -1.10879 1.89261 0.103
C 2.36643 -1.12367 0.65627 -0.463
O 1.24820 -0.61706 0.23799 -0.188
C 3.26603 -1.71635 -0.37073 -0.132
C 4.60934 -1.96722 -0.10346 -0.022
C 5.43193 -2.45993 -1.10416 -0.088
C 4.92522 -2.70362 -2.37520 -0.100
C 3.58697 -2.45178 -2.64542 -0.078
C 2.76480 -1.95753 -1.64406 -0.032
C 0.14507 1.14609 4.40263 -0.259
O -0.19677 1.20417 3.13821 -0.257
H -1.22451 3.85095 3.85183 0.081
H -2.97465 3.63321 4.11851 0.090
H -2.05131 2.47751 3.11817 -0.010
H -0.91760 2.13153 7.47027 0.114
H 1.12575 0.89660 8.19290 0.092
H 2.52222 -0.21914 6.46025 0.103
H 2.94720 -0.87446 4.27738 0.130
H 4.99308 -1.75026 0.88413 0.109
H 6.47839 -2.64594 -0.89559 0.097
H 5.57562 -3.08432 -3.15328 0.095
H 3.18314 -2.63485 -3.63414 0.101
H 1.72361 -1.73957 -1.82843 0.087
C -2.49352 0.27906 -3.87997 -0.071
C -1.06147 0.72782 -3.84609 -0.269
N -0.61379 1.02228 -5.06066 0.115
C 0.64468 1.39695 -5.23200 -0.099
C 1.53678 1.49512 -4.18708 -0.132
C 2.95213 1.97478 -4.45125 -0.213
O 3.13434 2.50795 -5.75279 -0.068
C 1.09558 1.19316 -2.88600 -0.037
C 2.15085 1.34492 -1.85985 -0.100
N 1.98366 1.84602 -0.71478 0.060
C 3.08680 2.08521 0.15708 -0.312
C 4.39008 2.33455 -0.27930 -0.038
C 5.36685 2.56719 0.67174 -0.105
C 5.03765 2.54481 2.02684 -0.104
C 3.73462 2.28629 2.42819 -0.112
C 2.71151 2.07511 1.50019 -0.132
I -0.89777 3.37371 0.54599 0.251
C -0.24619 0.80291 -2.68906 -0.213
O -0.70856 0.53758 -1.44601 -0.317
H -2.60686 -0.47232 -4.66189 0.083
H -3.13512 1.11883 -4.14431 0.080
H -2.85050 -0.14817 -2.95272 -0.034
H 0.95356 1.62087 -6.24526 0.111
H 3.66055 1.14647 -4.37371 0.129
H 3.23916 2.71490 -3.69784 0.121
H 2.55158 3.26937 -5.84439 0.090
H 3.15147 1.05787 -2.19296 0.117
H 4.63688 2.37451 -1.33486 0.097
H 6.38410 2.77662 0.36255 0.091
H 5.80807 2.73212 2.76699 0.091
H 3.51434 2.25688 3.49220 0.091
C -2.76331 -0.42997 3.14113 -0.177
Si -2.06110 -1.29526 1.61923 0.474
C -0.73028 -2.46469 2.28192 -0.189
C -3.52690 -2.40220 1.07771 -0.232
Si -1.91330 -0.43732 -0.69731 0.498
Si -1.65087 -2.51853 -1.90188 0.477
C -3.28955 -3.24155 -2.50817 -0.209
C -0.73283 -3.80754 -0.87155 -0.204
C -0.60353 -2.36183 -3.47610 -0.184
Si -3.98332 0.79826 -0.89291 0.429
C -5.33432 -0.22628 -1.74834 -0.214
C -3.72284 2.37913 -1.89657 -0.231
C -4.74776 1.28839 0.75545 -0.220
H -3.18301 -1.25885 3.72406 0.042
H -3.55599 0.28818 2.95841 0.012
H -2.00183 0.05438 3.74068 0.007
H -0.68328 -2.33779 3.36683 0.037
H 0.26922 -2.29958 1.88739 -0.001
H -1.01502 -3.49811 2.07174 0.024
H -3.86970 -2.91021 1.98511 0.038
H -3.26573 -3.17664 0.35724 -0.012
H -4.37800 -1.84094 0.68516 0.007
H -4.01811 -3.41590 -1.71501 0.016
H -3.09552 -4.19580 -3.00724 0.031
H -3.75005 -2.57559 -3.24161 0.014
H -1.37985 -4.34400 -0.17532 0.020
H 0.08187 -3.35658 -0.30227 0.017
H -0.29355 -4.54090 -1.55348 0.030
H -1.14541 -1.92568 -4.31494 0.019
H -0.33387 -3.38611 -3.75528 0.036
H 0.31939 -1.79878 -3.35570 0.013
H -5.03123 -0.64089 -2.70990 0.008
H -6.20039 0.41900 -1.92518 0.029
H -5.66707 -1.05669 -1.11908 0.018
H -2.67683 2.56904 -2.13101 -0.003
H -4.06519 3.22469 -1.29635 0.026
H -4.30456 2.35412 -2.82071 0.023
H -5.01466 0.42581 1.36829 0.013
H -5.67246 1.83140 0.53524 0.033
H -4.08744 1.94556 1.32402 0.014